[1]
# C27H41N8O7

An isolated ion of composition C27H41N8O7 and charge +1 (ωB97M-V/def2-TZVPD, OMol25).

Each line ends with the Mulliken charge.
Element x y z (Å)
C (-3.094, -3.311, 1.522)  -1.482
H (-3.645, -4.117, 2.001)  0.491
H (-2.229, -3.089, 2.140)  0.361
H (-3.737, -2.435, 1.509)  0.241
C (-2.716, -3.743, 0.105)  0.492
C (-3.980, -3.870, -0.747)  -1.458
H (-4.456, -2.902, -0.881)  0.224
H (-4.687, -4.536, -0.261)  0.438
H (-3.750, -4.273, -1.730)  0.419
H (-2.255, -4.733, 0.154)  0.437
C (-1.732, -2.801, -0.619)  0.100
N (-0.363, -2.776, -0.074)  0.111
C (0.413, -1.787, -0.527)  -0.283
O (-0.006, -0.967, -1.346)  -0.911
C (1.828, -1.575, 0.027)  -0.307
N (1.999, -0.136, 0.127)  0.795
C (1.224, 0.553, 0.969)  0.153
O (0.450, 0.033, 1.752)  -0.706
C (1.365, 2.084, 0.902)  0.494
N (0.330, 2.637, 1.744)  -0.004
C (-0.740, 3.256, 1.208)  0.208
O (-0.755, 3.718, 0.082)  -0.565
C (-1.940, 3.344, 2.152)  -0.868
N (-2.229, 2.074, 2.777)  -0.030
C (-2.433, 0.858, 2.219)  -0.198
O (-2.598, -0.113, 2.924)  -0.664
C (-2.474, 0.730, 0.686)  2.506
N (-2.171, -0.669, 0.444)  0.603
C (-2.270, -1.364, -0.693)  -0.874
O (-2.783, -0.944, -1.721)  -0.759
H (-1.788, -1.125, 1.263)  0.462
H (-1.690, 1.346, 0.234)  -1.529
C (-3.861, 1.175, 0.158)  -1.074
H (-4.505, 1.394, 1.013)  0.437
H (-4.310, 0.339, -0.376)  0.461
C (-3.837, 2.399, -0.769)  -0.160
H (-4.831, 2.848, -0.767)  0.445
C (-3.485, 2.071, -2.226)  -1.469
N (-2.137, 1.562, -2.359)  -0.004
C (-1.021, 2.255, -2.459)  0.831
N (-1.024, 3.573, -2.713)  -0.459
H (-0.172, 4.090, -2.576)  0.260
N (0.142, 1.609, -2.388)  -0.258
H (1.012, 2.088, -2.547)  0.115
H (0.158, 0.614, -2.168)  0.450
H (-2.103, 0.545, -2.200)  0.161
H (-1.869, 4.095, -2.559)  0.227
H (-4.146, 1.284, -2.593)  0.420
H (-3.627, 2.956, -2.852)  0.429
H (-3.129, 3.142, -0.403)  -0.020
H (-2.281, 2.054, 3.787)  0.309
H (-2.801, 3.724, 1.593)  0.310
H (-1.707, 4.068, 2.936)  0.504
H (0.195, 2.133, 2.613)  0.470
C (2.769, 2.554, 1.296)  -1.640
C (3.724, 2.458, 0.128)  0.676
O (3.394, 2.141, -0.990)  -0.615
O (4.961, 2.761, 0.467)  -0.477
H (5.575, 2.687, -0.284)  0.452
H (2.732, 3.601, 1.609)  0.403
H (3.175, 1.978, 2.129)  0.351
H (1.159, 2.419, -0.122)  0.056
H (2.531, 0.339, -0.590)  0.122
H (1.917, -1.976, 1.041)  0.740
C (2.899, -2.149, -0.909)  -0.846
C (4.256, -1.624, -0.519)  0.261
C (4.870, -2.059, 0.650)  -0.305
C (6.091, -1.539, 1.039)  -0.840
C (6.716, -0.577, 0.262)  -0.514
C (6.116, -0.146, -0.908)  -0.897
C (4.892, -0.663, -1.295)  -0.077
H (4.435, -0.324, -2.213)  0.384
H (6.608, 0.586, -1.532)  0.643
H (7.671, -0.175, 0.565)  0.419
H (6.559, -1.888, 1.947)  0.429
H (4.393, -2.816, 1.256)  0.430
H (2.881, -3.239, -0.854)  0.544
H (2.664, -1.854, -1.933)  0.519
C (0.135, -3.951, 0.605)  -1.124
H (-0.388, -4.105, 1.548)  0.278
H (-0.009, -4.831, -0.027)  0.391
H (1.196, -3.857, 0.809)  0.494
H (-1.670, -3.134, -1.666)  0.463

Cartesian forces (eV/Å) of the 3 atoms listed first:
0.0 -0.2 -0.1
0.0 -0.1 0.1
0.1 0.1 0.2

Results
Total charge: +1
E_LUMO, eV: -1.8
Highest occupied orbital energy, eV: -11.7
Spin multiplicity: 1

---

[2]
# C4H2O2

A single C4H2O2 molecule in a non-equilibrium geometry (ωB97M-V/def2-TZVPD, OMol25).

Each line ends with the Mulliken charge.
Element x y z (Å)
O (1.174, 1.177, 0.965)  -0.428
C (0.653, 0.852, -0.073)  -0.042
C (-0.124, -1.529, 0.262)  0.946
O (0.555, -2.428, 0.535)  -0.320
C (-1.095, -0.650, -0.021)  -0.761
C (-0.832, 0.644, -0.238)  -0.112
H (1.226, 0.502, -0.957)  0.361
H (-1.557, 1.432, -0.472)  0.356

Cartesian forces (eV/Å) of the 3 atoms listed first:
-0.2 0.1 -0.6
0.0 0.5 0.2
0.2 -1.0 0.2

Results
Total charge: 0
E_LUMO, eV: -1.0
Highest occupied orbital energy, eV: -9.5
Spin multiplicity: 1

---

HOMO-LUMO gap: 9.88 8.56 (eV)
Relative energy (zero: lowest compared OMol25 entry of this formula, charge and spin): 0.0 58.0 (kJ/mol)